Entry 1:
Entry from the Open Molecules 2025 dataset: 15 unconnected molecules or ions with the total composition C57H137N15O11 (ωB97M-V with the def2-TZVPD basis set).

Last column: Löwdin charge in e.
Element x y z (Å)
C: -1.825 1.824 5.712  -0.06
H: 9.267 -0.435 1.811  0.06
C: -0.962 -2.848 8.526  -0.08
H: 7.383 0.344 0.357  0.11
C: 2.343 0.493 -0.399  -0.01
H: 4.434 -4.103 -1.665  0.08
H: -8.872 3.073 2.503  0.11
C: 1.190 4.937 1.439  -0.04
C: -4.846 -4.563 3.311  -0.06
C: -4.624 5.056 0.107  -0.53
C: -3.301 4.177 -6.639  -0.26
H: 3.091 8.947 0.300  0.07
H: -11.015 3.843 0.469  0.06
H: 5.092 3.262 3.350  0.09
H: -9.555 4.767 0.734  0.07
H: 9.460 -3.726 -1.144  0.06
H: -4.910 -4.234 4.348  0.09
C: 8.571 -1.820 -0.655  -0.23
H: -5.587 1.357 7.641  0.08
H: 10.426 0.345 0.765  0.08
N: 2.645 4.874 1.724  0.02
N: -5.663 4.796 -0.655  0.01
C: -4.446 -4.030 -3.174  0.00
H: -2.583 6.102 -7.371  0.07
H: 3.459 10.707 0.266  0.07
H: -1.497 -0.720 -0.128  0.08
H: 0.844 5.968 1.380  0.08
O: 2.495 3.170 3.232  0.02
H: 1.781 -8.970 3.600  0.08
H: -4.001 -4.257 -4.144  0.07
O: 0.683 -8.690 1.312  0.01
C: -0.497 -6.219 0.588  -0.04
N: -3.191 2.002 6.175  0.01
H: -8.066 -5.809 1.519  0.06
H: 0.546 4.432 2.159  0.08
H: 1.567 -0.955 -4.695  0.13
H: -6.295 0.620 6.295  0.08
C: 1.608 -7.929 3.327  -0.01
C: 7.531 7.714 0.757  -0.08
H: 0.092 -6.616 -0.238  0.07
H: 3.178 9.862 -1.188  0.06
H: 4.863 4.988 3.306  0.08
N: -5.989 -5.233 2.799  -0.01
C: -7.098 0.379 0.241  -0.11
H: -6.148 -5.187 1.803  0.13
C: 2.966 0.025 -5.871  -0.07
C: 0.964 0.005 -0.504  -0.57
H: 7.722 -5.477 2.818  0.07
H: -5.684 -5.732 -4.611  0.14
H: -5.660 4.175 1.875  0.06
H: -1.729 4.077 -4.616  0.06
H: 9.112 -4.752 3.640  0.08
C: 4.540 -6.190 -1.249  -0.62
C: 5.183 -2.625 3.930  -0.08
H: -3.093 0.069 -6.346  0.06
C: -4.066 0.550 -6.447  -0.10
H: 0.740 0.508 1.443  0.13
H: 2.900 -4.947 -2.106  0.07
H: -0.590 -5.140 0.464  0.07
H: 5.811 5.836 -2.561  0.06
O: -7.072 -5.786 4.672  -0.01
C: -10.249 4.073 1.209  -0.09
C: -1.470 3.018 -4.628  -0.08
C: 3.767 -4.936 -1.446  0.00
H: -8.311 -7.183 2.395  0.08
H: 0.984 4.379 0.525  0.08
H: -1.549 0.772 5.792  0.08
H: 4.749 8.162 -2.624  0.12
O: -5.638 -5.310 -1.523  0.01
H: 8.393 2.194 -2.341  0.05
H: 4.339 -2.633 3.240  0.08
H: -10.472 0.129 -0.569  0.07
N: 5.379 7.919 -0.608  -0.17
H: -5.066 2.393 -6.168  0.11
H: -1.691 1.989 4.643  0.08
N: 0.263 -6.524 1.847  0.02
H: -1.045 -1.333 1.396  0.08
C: -4.080 1.984 -5.946  -0.27
C: 0.819 -7.711 2.060  -0.58
H: -1.318 -3.770 8.987  0.09
H: -6.294 1.103 0.106  0.07
C: -6.846 -6.993 -3.388  -0.07
H: -3.621 4.467 -5.638  0.10
N: -5.953 -5.882 -3.650  0.00
C: 8.011 -0.075 -2.337  -0.24
H: -2.040 2.568 -3.815  0.07
H: 5.633 10.118 -0.956  0.11
C: -10.575 1.187 -0.810  -0.07
H: 1.306 -4.187 -5.815  0.08
H: 4.812 5.452 -1.245  0.07
H: -1.690 -2.054 8.694  0.09
H: -3.939 -5.164 3.234  0.08
H: -1.086 2.409 6.258  0.09
C: -9.490 2.795 1.649  -0.27
C: 1.901 -2.175 -6.269  -0.55
C: -4.136 1.094 6.021  -0.58
C: -7.042 -5.722 3.416  -0.54
H: -6.628 -0.467 0.742  0.07
H: -5.246 6.009 -2.403  0.08
O: -3.643 5.730 -0.299  -0.02
H: 5.904 -8.472 -2.480  0.08
O: 7.659 -3.204 5.087  0.04
H: 7.272 6.869 1.395  0.06
C: 0.159 -3.650 6.505  -0.59
H: -7.355 -7.376 -4.272  0.08
H: 8.082 -5.946 4.497  0.08
H: 2.960 -0.067 -1.103  0.09
H: 8.977 -1.982 0.344  0.10
N: -8.684 2.152 0.622  -0.19
H: -7.481 -0.050 -0.684  0.07
H: 3.444 -7.116 -2.617  0.13
C: 8.098 -5.126 3.779  0.00
C: -1.076 -0.404 0.827  -0.06
H: -3.414 2.789 6.766  0.14
H: -7.582 -6.821 -2.602  0.09
C: 4.598 7.491 -1.779  -0.29
H: -5.791 2.369 6.238  0.07
H: -3.969 1.860 -4.869  0.10
N: 0.238 0.195 0.624  0.01
H: -0.891 2.847 -6.790  0.10
H: 8.620 7.694 0.716  0.06
C: 3.638 9.741 -0.208  -0.10
H: 0.604 -2.933 -4.796  0.07
H: 3.531 7.598 -1.582  0.10
N: 8.726 -0.408 -1.093  -0.20
H: -6.350 4.252 -0.151  0.11
C: 0.877 -3.185 -5.821  0.00
H: 4.108 5.657 -2.861  0.08
H: -4.196 4.234 -7.259  0.11
H: -4.805 -0.079 -5.950  0.07
H: -7.757 0.955 2.184  0.12
H: 4.831 -2.635 4.961  0.08
H: 7.504 -2.018 -0.554  0.10
H: 1.734 -3.560 7.918  0.08
H: -9.504 3.093 -1.096  0.10
H: 0.818 -5.127 7.919  0.09
N: 6.074 -3.724 3.616  0.01
C: -5.894 5.200 -2.066  -0.03
H: 0.308 -5.895 2.635  0.13
H: 5.547 9.582 0.672  0.09
N: -0.867 -3.084 7.104  0.02
H: 5.576 -1.616 3.811  0.08
C: 8.546 1.280 -2.914  -0.09
H: -1.993 4.687 -8.270  0.08
H: 1.985 -4.781 6.716  0.08
H: 9.425 1.272 1.824  0.06
H: 7.037 6.600 -1.066  0.09
C: 5.136 9.388 -0.318  -0.24
C: 8.385 0.562 -0.012  -0.23
H: 1.124 -7.515 4.212  0.07
C: -4.670 4.526 1.587  0.01
H: -6.200 -7.810 -3.067  0.09
H: -11.286 1.657 -0.131  0.06
C: 4.827 6.061 -2.149  -0.11
C: -2.215 5.080 -7.278  -0.08
H: 2.403 1.541 -0.690  0.09
H: -10.267 2.102 1.973  0.10
H: -0.076 -2.495 9.054  0.08
O: -3.998 0.018 5.443  0.02
H: -8.927 0.120 1.132  0.10
H: 10.129 -2.433 -2.111  0.07
H: 7.307 8.255 -1.395  0.11
H: -8.533 1.758 -1.402  0.09
H: 3.334 5.534 1.393  0.13
H: -9.179 -5.660 2.864  0.09
H: -1.538 -2.673 6.472  0.15
H: 5.269 -8.808 -0.916  0.08
O: 0.326 -3.645 5.276  -0.01
H: 9.609 1.299 -3.157  0.07
C: 9.204 -2.808 -1.674  -0.09
H: -4.841 -3.658 2.703  0.09
H: 8.630 -3.125 -2.545  0.06
C: 7.244 -3.962 4.239  -0.58
H: -1.755 0.282 1.334  0.08
H: 7.982 1.390 -3.840  0.06
C: 9.407 0.418 1.147  -0.10
H: -4.475 5.357 2.264  0.07
H: 2.622 1.019 -5.582  0.08
H: -3.909 3.765 1.759  0.07
H: -4.383 0.676 -7.483  0.07
H: 3.903 -0.158 -5.346  0.08
H: -0.430 2.965 -4.306  0.06
H: 5.892 -4.276 2.790  0.13
H: -5.851 4.361 -2.761  0.07
H: -1.457 -6.729 0.510  0.08
C: 3.138 4.007 2.604  -0.59
H: -1.278 5.090 -6.721  0.06
H: 8.524 1.599 -0.318  0.09
O: 0.547 -0.593 -1.498  0.01
H: 7.399 8.678 1.248  0.06
H: -3.593 -3.786 -2.541  0.08
O: 5.478 -6.203 -0.477  0.03
N: -2.954 2.755 -6.512  -0.21
C: -1.591 2.438 -6.061  -0.21
C: -5.383 -5.143 -2.714  -0.57
H: 3.457 -4.646 -0.442  0.08
N: 4.252 -7.222 -2.020  0.02
H: -6.921 5.565 -2.083  0.07
H: -10.823 4.597 1.973  0.07
N: 2.045 -1.039 -5.580  0.01
C: -9.320 2.086 -0.722  -0.24
C: -8.234 -6.107 2.554  0.00
H: 2.722 0.428 0.621  0.08
H: 2.581 -7.450 3.219  0.08
H: 6.930 -0.030 -2.204  0.10
H: -10.941 1.383 -1.818  0.07
C: 6.868 7.593 -0.649  -0.21
C: 1.211 -4.306 7.319  -0.01
H: 5.135 4.206 1.823  0.07
O: 2.585 -2.464 -7.275  0.00
C: 4.970 -8.504 -1.919  -0.05
H: 8.223 -0.789 -3.134  0.10
H: -1.370 1.371 -6.036  0.10
C: -5.535 1.357 6.552  -0.01
C: -8.156 0.889 1.171  -0.26
H: 4.341 -9.284 -2.349  0.08
C: 4.627 4.064 2.777  -0.01
H: 3.220 0.078 -6.929  0.09
H: -5.087 -3.150 -3.217  0.08
H: 0.063 -3.120 -6.544  0.09

Output
HOMO-LUMO gap in eV: 7.91
E_tot in Ha: -3902.96246
Net charge: 0
HOMO in eV: -7.9
ΔE to the lowest compared entry with this formula, charge and spin in eV: 0.0000


Entry 2:
Entry from the Open Molecules 2025 dataset: 13 unconnected molecules or ions with the total composition C57H139N13O7 (ωB97M-V with the def2-TZVPD basis set).

Last column: Löwdin charge in e.
Element x y z (Å)
H: 1.196 -3.074 0.999  0.04
C: 4.102 -0.873 -2.644  -0.32
H: -3.029 -1.237 -5.749  0.05
H: -3.349 -5.240 -4.861  0.07
H: 0.798 9.230 0.613  0.09
C: -5.501 2.500 2.412  -0.06
C: -3.288 3.768 -2.032  -0.06
C: 4.784 4.415 -0.117  -0.27
C: -3.396 -4.909 -3.823  -0.06
C: 1.348 -5.143 1.328  -0.25
H: 2.310 -5.712 -1.183  0.09
H: 0.579 -0.163 -1.621  0.07
H: 7.032 0.341 3.459  0.12
C: 5.033 5.879 0.153  -0.08
C: 1.475 6.812 1.909  -0.04
C: -4.858 -0.061 -3.316  -0.03
C: 3.661 -5.422 1.990  -0.21
C: 4.526 -0.323 2.686  -0.27
C: 2.650 -7.566 -0.152  -0.09
O: -0.696 -1.078 4.108  -0.03
H: -4.290 0.216 6.223  0.08
C: 0.010 8.644 1.085  -0.03
H: 1.917 3.873 -0.781  0.09
H: 6.035 -2.017 4.160  0.11
H: -6.282 1.956 1.881  0.09
C: 5.166 -5.568 1.475  -0.07
H: -1.304 1.042 -4.111  0.05
H: -3.265 -2.017 6.545  0.08
H: -1.852 -5.301 1.683  0.06
C: 2.577 4.588 -1.272  -0.23
H: -6.788 5.516 1.520  0.09
H: -0.180 4.102 2.544  0.12
H: -1.946 0.449 3.613  0.12
H: 1.208 1.195 -0.832  0.07
H: -5.577 -0.481 -4.019  0.09
H: 1.606 -7.734 0.111  0.07
H: -2.666 -4.335 2.997  0.07
C: -0.374 1.609 -4.088  -0.06
H: -1.288 3.094 -2.234  0.10
C: -0.192 3.277 3.272  -0.33
H: 2.106 1.908 5.025  0.09
H: -3.573 -1.095 -0.433  0.08
H: 4.378 3.949 0.781  0.09
C: 7.275 -2.910 2.579  -0.08
H: -2.807 -5.593 -3.212  0.06
H: -5.068 1.000 -3.181  0.09
H: 3.157 -7.849 0.771  0.07
N: 0.970 2.632 3.409  -0.14
C: 6.790 1.102 1.346  -0.07
O: 3.170 -0.369 -3.316  -0.04
H: -3.724 -2.811 -4.389  0.12
H: 7.299 -2.971 1.491  0.07
O: -2.208 1.494 0.928  -0.01
N: 5.791 -0.901 2.333  -0.20
H: -3.667 4.867 -4.354  0.10
H: -3.475 3.790 1.639  0.12
C: 2.714 -2.586 -1.646  -0.05
H: -1.921 -1.178 7.405  0.08
H: 5.982 -1.670 -1.271  0.08
H: -4.091 4.442 -2.331  0.07
C: -0.693 -3.845 -3.236  -0.24
C: -3.384 -4.018 0.960  -0.23
H: -5.762 2.552 3.469  0.08
H: -3.754 2.784 -1.981  0.05
C: -2.297 -1.528 6.443  -0.02
C: -3.066 -3.400 -3.750  -0.27
H: -6.680 -3.925 1.718  0.11
H: -3.127 3.968 -0.972  0.05
H: -1.068 -1.743 -0.229  0.07
H: 4.220 1.995 -1.022  0.10
N: 0.297 7.164 1.098  -0.16
H: -1.555 4.837 -2.617  0.11
H: 5.769 3.969 -0.258  0.10
H: -4.541 1.984 2.428  0.07
N: 2.747 -5.180 0.849  -0.15
H: 2.404 7.299 1.615  0.08
H: 6.409 2.635 -2.047  0.05
C: -3.377 0.620 5.788  -0.07
H: 1.537 -0.440 -0.153  0.05
H: 0.062 3.819 -4.423  0.08
H: 2.378 -0.320 2.329  0.06
H: -0.947 8.813 0.592  0.08
C: -0.693 3.072 -4.668  -0.15
H: -1.509 -2.206 6.114  0.08
H: 5.948 1.783 1.477  0.05
N: -4.743 -0.776 -2.058  -0.20
H: 5.717 -5.801 2.387  0.06
H: -0.187 9.017 2.090  0.08
H: -1.269 6.792 -0.050  0.14
H: 1.171 7.229 2.869  0.09
H: -0.475 2.254 0.116  0.13
H: 5.028 6.456 -0.772  0.08
H: -0.505 -3.140 -2.426  0.10
H: -6.902 -5.800 0.228  0.08
H: -3.377 -4.592 0.033  0.10
N: 3.944 -1.846 -1.727  -0.16
H: 7.878 -0.484 2.191  0.10
C: 5.114 -2.214 -0.899  -0.03
C: -4.344 4.464 1.591  -0.34
H: -6.376 -4.349 -0.613  0.06
H: 2.764 5.393 -3.355  0.07
C: -4.665 -2.597 2.504  -0.28
H: -3.017 1.400 6.459  0.09
H: 0.336 1.544 5.103  0.08
H: 0.620 -5.313 0.535  0.11
H: 8.203 -2.597 3.059  0.07
H: 2.465 -2.793 -0.605  0.06
H: 2.167 1.918 1.916  0.06
H: 5.137 -2.793 2.947  0.09
C: -0.949 -1.088 0.634  -0.06
C: 4.150 2.745 -1.810  -0.21
H: 2.981 -8.231 -0.950  0.08
H: 3.132 -1.849 2.414  0.05
H: 0.353 -4.749 -4.786  0.08
H: -6.658 -1.843 2.880  0.07
C: -3.629 -0.436 -1.300  -0.09
H: -0.743 3.099 -5.757  0.09
N: -2.438 -0.427 5.428  -0.16
H: 4.322 -0.486 3.744  0.11
H: -2.185 5.453 -4.900  0.11
O: -4.286 5.617 1.139  -0.03
H: 3.598 -4.509 2.581  0.09
H: -5.384 -2.260 -0.792  0.11
C: 5.493 2.770 -2.622  -0.08
H: 6.056 6.014 0.504  0.07
H: 3.862 -5.973 -0.758  0.09
C: 5.999 -2.139 3.077  -0.23
H: 1.501 -3.496 2.716  0.07
H: 5.458 1.914 -3.296  0.05
H: -2.680 -3.219 0.727  0.08
H: -1.763 -1.307 -3.458  0.08
H: 1.131 5.438 -2.641  0.06
C: -2.757 4.526 -4.848  -0.25
H: -3.831 0.568 -0.927  0.09
H: 4.282 6.248 0.851  0.04
H: -1.742 -2.162 -6.415  0.08
C: 3.266 -0.854 1.989  -0.06
O: -6.737 -1.835 -2.331  -0.03
H: -5.235 -5.614 -0.306  0.06
C: 0.938 -3.746 1.817  -0.09
H: -1.921 -0.962 1.110  0.07
C: -0.385 6.276 0.355  -0.32
H: -3.421 -5.731 2.277  0.07
H: 5.149 -0.546 -2.734  0.12
H: 5.297 -6.397 0.780  0.06
H: 3.413 -0.874 0.910  0.05
N: -5.477 3.823 1.816  -0.18
C: -1.406 -1.860 -4.327  -0.24
H: -3.899 4.719 -6.705  0.07
H: 6.788 0.668 0.347  0.07
H: 5.601 3.690 -3.197  0.07
H: -3.880 -0.133 -3.794  0.06
H: -3.762 3.140 -6.186  0.07
H: 0.095 1.595 -3.104  0.04
H: 3.064 3.113 2.731  0.08
H: -0.898 -4.812 -2.776  0.11
C: -1.934 3.820 -2.727  -0.28
H: -4.890 -3.152 3.415  0.11
H: 5.245 -3.286 -1.044  0.08
H: 1.964 3.949 -3.273  0.05
H: 4.468 0.765 2.672  0.10
N: -4.674 -3.365 1.292  -0.17
H: -4.453 -5.076 -3.613  0.06
C: -2.783 -4.875 2.058  -0.08
H: 2.471 5.469 -0.640  0.09
H: -0.315 -1.677 1.298  0.05
N: -1.734 -3.248 -4.085  -0.21
C: -1.677 -0.358 4.311  -0.33
H: 0.402 1.046 -4.605  0.07
C: -1.079 1.403 0.467  -0.34
H: -3.653 1.187 4.898  0.07
C: 2.061 4.874 -2.704  -0.06
H: 2.860 -3.590 -2.044  0.08
H: -0.119 -3.643 2.061  0.06
H: -2.411 3.878 -7.000  0.06
O: -0.091 5.092 0.385  -0.03
H: -5.518 -5.149 2.161  0.10
H: 1.150 -3.204 -4.300  0.07
C: -5.667 -1.705 -1.699  -0.30
H: -1.636 -0.363 -5.975  0.06
H: 3.458 -6.242 2.678  0.10
H: 1.218 -5.840 2.156  0.11
H: 7.713 1.681 1.310  0.07
C: -6.754 4.505 1.927  -0.05
C: -5.730 -4.373 1.426  -0.27
C: -6.083 -5.088 0.133  -0.08
H: 5.053 -1.969 0.162  0.06
H: 3.400 2.506 -2.565  0.10
H: 1.293 -4.693 -3.388  0.05
H: -7.130 4.563 2.949  0.09
C: 2.052 2.892 2.391  -0.03
H: 5.613 -4.650 1.093  0.04
N: -0.454 0.231 0.248  -0.12
H: -3.209 -2.909 -2.787  0.10
H: -0.324 -1.753 -4.403  0.10
C: 6.932 0.001 2.428  -0.23
H: 1.665 5.740 1.973  0.06
H: 1.750 3.608 1.626  0.05
C: 0.796 0.208 -0.619  -0.02
H: -3.651 -2.280 2.749  0.10
C: -3.171 4.055 -6.239  -0.09
H: -5.342 -0.798 3.262  0.05
O: -1.187 2.997 3.958  -0.04
H: -5.837 -0.841 1.598  0.07
H: 1.848 -2.093 -2.087  0.07
C: -1.949 -1.370 -5.696  -0.06
H: -2.709 -0.481 -1.882  0.07
H: -7.493 3.883 1.422  0.09
C: 1.216 1.622 4.464  -0.02
C: 2.867 -6.109 -0.334  -0.28
N: 3.970 4.115 -1.277  -0.19
H: 7.110 -3.943 2.885  0.05
C: -5.715 -1.464 2.484  -0.06
N: -2.035 3.503 -4.100  -0.20
C: 0.597 -4.080 -3.961  -0.09
H: 1.386 0.630 4.046  0.06

Output
HOMO-LUMO gap in eV: 8.42
E_tot in Ha: -3493.51337
Net charge: 0
HOMO in eV: -7.8
ΔE to the lowest compared entry with this formula, charge and spin in eV: 6.5222


net charge of number 2 (C57H139N13O7)? 0